Entry 1:
C30H34F6N6O3STi | the ωB97M-V functional and the def2-TZVPD basis

```
81
Properties=species:S:1:pos:R:3:forces:R:3
Ti 0.064 -0.421 -0.202 -0.221 -0.728 -0.532
O 0.281 -0.519 1.683 0.014 0.063 0.186
N 1.226 0.143 2.374 -0.193 -0.069 0.060
C 0.848 0.583 3.597 0.056 0.044 -0.074
C 1.741 1.214 4.403 0.047 0.002 -0.031
C 3.050 1.398 3.923 -0.063 -0.003 0.093
C 3.396 0.951 2.683 0.001 -0.077 -0.115
C 2.465 0.298 1.837 0.106 0.073 0.114
S 2.799 -0.269 0.283 -0.027 -0.043 0.080
H -0.191 0.398 3.827 -0.005 -0.002 0.006
H 1.422 1.580 5.367 0.024 0.006 0.007
H 3.782 1.911 4.533 -0.002 0.005 -0.002
H 4.389 1.097 2.284 0.001 0.008 0.010
N 0.994 -0.516 -2.353 0.115 -0.014 0.389
H 1.426 0.401 -2.474 -0.047 0.013 -0.045
H 0.527 -0.789 -3.210 -0.142 0.011 0.060
H 1.703 -1.214 -2.151 0.019 -0.005 -0.114
O 0.344 1.290 -0.546 -0.141 0.679 -0.100
N 0.917 2.182 -1.408 0.010 -0.116 0.224
C 1.363 3.253 -0.685 0.132 0.236 -0.198
C 1.277 3.343 0.717 -0.001 -0.027 -0.006
N 1.196 3.391 1.874 -0.035 0.050 -0.036
C 1.965 4.310 -1.411 -0.025 -0.070 0.089
N 2.459 5.168 -2.009 0.002 0.024 -0.011
C -2.111 3.154 3.336 -0.035 0.025 0.010
C -2.616 1.848 2.778 0.012 0.048 0.002
C -3.608 1.128 3.438 0.022 -0.033 0.002
C -4.057 -0.088 2.935 0.009 -0.025 -0.015
C -5.128 -0.870 3.649 -0.021 0.001 0.025
C -3.504 -0.580 1.759 0.126 -0.030 0.100
C -2.532 0.134 1.050 0.071 0.052 0.077
C -2.095 1.348 1.591 -0.129 0.147 -0.068
N -1.936 -0.392 -0.118 0.194 -0.219 -0.233
C -2.727 -0.405 -1.381 0.040 0.136 0.111
C -2.342 0.825 -2.231 -0.021 0.008 -0.024
C -3.068 0.830 -3.577 0.002 -0.009 -0.002
C -2.717 -0.450 -4.342 -0.018 0.003 -0.001
C -3.148 -1.674 -3.527 -0.004 0.002 0.005
C -4.659 -1.612 -3.296 0.006 -0.004 0.022
C -4.991 -0.336 -2.518 -0.010 -0.006 0.022
C -4.577 0.885 -3.338 0.010 0.010 0.027
C -4.250 -0.351 -1.173 -0.017 -0.006 0.017
C -2.431 -1.683 -2.172 -0.039 0.013 -0.057
H -2.912 3.896 3.377 -0.014 -0.003 -0.003
H -1.298 3.557 2.733 0.018 -0.047 0.035
H -1.741 3.025 4.357 0.014 0.005 -0.020
H -4.024 1.513 4.365 -0.001 -0.003 0.003
H -5.046 -0.763 4.732 0.007 0.009 -0.003
H -5.067 -1.932 3.407 0.004 0.002 -0.001
H -6.124 -0.524 3.361 0.004 0.002 -0.004
H -3.793 -1.565 1.415 -0.027 -0.004 -0.090
H -1.333 1.917 1.071 0.013 -0.059 -0.006
H -1.265 0.842 -2.403 0.052 -0.009 0.024
H -2.571 1.731 -1.661 0.001 0.001 0.004
H -2.748 1.704 -4.153 -0.006 0.002 -0.010
H -1.639 -0.483 -4.538 0.007 -0.010 0.016
H -3.218 -0.457 -5.316 0.007 0.003 -0.006
H -2.893 -2.589 -4.069 -0.005 0.002 -0.008
H -4.985 -2.490 -2.730 -0.003 0.000 -0.007
H -5.193 -1.621 -4.253 0.002 0.006 -0.002
H -6.067 -0.297 -2.317 -0.004 -0.003 -0.012
H -4.832 1.803 -2.799 -0.007 0.002 -0.005
H -5.119 0.902 -4.290 0.006 -0.005 -0.003
H -4.581 -1.227 -0.610 0.023 0.001 0.074
H -4.520 0.532 -0.590 0.008 0.010 0.007
H -1.358 -1.807 -2.320 0.029 0.019 0.018
H -2.756 -2.542 -1.579 0.009 0.033 -0.012
C -0.960 -3.657 1.006 0.001 -0.036 0.082
C 0.228 -3.542 0.050 -0.215 0.088 -0.080
O 0.318 -2.313 -0.541 0.222 -0.245 -0.018
C 1.530 -3.880 0.824 0.009 0.043 -0.009
F 1.713 -3.038 1.845 -0.018 0.085 0.011
F 2.617 -3.827 0.046 0.005 0.035 0.003
F 1.493 -5.120 1.363 -0.003 -0.028 0.003
C 0.057 -4.563 -1.105 0.016 0.018 0.052
F 1.006 -4.434 -2.043 -0.024 -0.038 -0.014
F 0.079 -5.845 -0.690 -0.041 -0.015 -0.045
F -1.126 -4.379 -1.718 0.051 -0.059 -0.022
H -0.867 -2.882 1.764 0.022 0.005 0.007
H -1.007 -4.635 1.487 -0.003 -0.003 -0.028
H -1.878 -3.475 0.449 0.019 0.028 -0.004
```
Forces are in eV/Å.

Computed properties:
molecular weight = 720.6 g mol⁻¹
energy relative to the best compared isomer or geometry (same formula, charge and spin) = 15.4 kcal per mole
highest occupied orbital energy (alpha / beta) = -3.11 / -5.18 eV
2S+1 = 2
LUMO level (alpha / beta) = 2.43 / 2.43 eV
total charge = -1
frontier orbital gap (alpha / beta) = 5.54 / 7.61 eV



Entry 2:
C30H34GeNO4S5Sc | the ωB97M-V functional and the def2-TZVPD basis

```
76
Properties=species:S:1:pos:R:3:forces:R:3
Sc 0.800 -1.599 -1.108 0.747 0.439 -0.438
C 3.710 -1.384 -2.589 0.036 0.093 -0.003
C 3.867 -0.458 -1.401 -0.022 0.006 -0.038
O 2.708 -0.614 -0.577 0.026 -0.045 0.082
C 1.980 0.584 -0.131 0.056 0.003 0.044
C 1.447 1.325 -1.342 -0.063 0.041 -0.014
O 0.433 0.469 -1.894 -0.070 -0.026 0.094
C 0.138 0.663 -3.278 -0.006 -0.007 -0.002
C -0.754 -0.496 -3.653 0.011 0.045 -0.013
O -0.199 -1.733 -3.146 -0.124 -0.037 0.053
C 0.593 -2.477 -4.086 0.010 0.011 -0.008
C 1.992 -1.892 -4.195 -0.023 0.024 -0.042
O 2.320 -1.354 -2.914 -0.139 -0.183 0.077
H 4.000 -2.411 -2.352 0.007 0.006 -0.005
H 4.295 -1.024 -3.436 -0.012 -0.008 0.002
H 3.949 0.578 -1.729 0.004 0.002 -0.008
H 4.752 -0.710 -0.816 -0.006 0.001 0.003
H 2.689 1.223 0.410 -0.015 0.002 -0.027
H 1.313 -0.647 1.458 -0.023 -0.008 0.002
H 2.210 1.512 -2.099 -0.017 -0.005 -0.018
H 1.014 2.288 -1.053 0.005 -0.002 0.018
H 1.067 0.695 -3.851 0.003 -0.016 0.012
H -0.392 1.608 -3.418 0.014 0.001 -0.014
H -0.852 -0.564 -4.737 -0.018 0.002 0.008
H -1.734 -0.411 -3.185 0.006 -0.006 0.000
H 0.096 -2.469 -5.059 0.006 0.000 0.002
H 0.629 -3.489 -3.693 0.002 -0.009 0.005
H 2.048 -1.089 -4.933 0.017 -0.007 0.008
H 2.702 -2.676 -4.471 -0.014 -0.006 0.010
S 0.083 -8.810 1.118 0.004 -0.005 0.007
C 0.287 -7.228 0.661 -0.004 0.027 -0.024
S 1.509 -6.698 -0.432 -0.057 0.021 0.051
C 1.119 -4.993 -0.432 0.012 -0.081 -0.040
C 0.073 -4.641 0.338 -0.047 -0.048 0.044
S -0.457 -3.003 0.544 -0.286 0.023 0.053
S -0.706 -5.936 1.214 0.056 -0.022 -0.036
S 2.040 -3.874 -1.378 0.054 -0.098 0.064
C 0.859 -0.071 0.643 -0.049 0.013 0.136
Ge -0.370 1.147 1.505 0.059 -0.053 -0.049
C -2.050 1.556 0.564 -0.004 -0.029 0.020
C -3.276 1.223 1.143 0.008 0.007 0.028
C -4.473 1.463 0.480 -0.010 0.007 -0.011
C -4.467 2.046 -0.779 0.003 -0.005 0.018
C -3.259 2.404 -1.362 0.014 0.004 -0.012
C -2.067 2.159 -0.696 -0.022 0.024 -0.013
C -0.903 0.452 3.261 0.024 -0.010 -0.025
C -1.139 -0.909 3.458 0.080 -0.023 -0.004
C -1.580 -1.387 4.686 -0.019 0.020 0.009
C -1.782 -0.509 5.742 0.004 -0.004 -0.019
C -1.541 0.846 5.565 0.001 -0.001 -0.001
C -1.107 1.320 4.333 -0.008 0.012 0.008
C 0.494 2.877 1.871 0.029 0.005 -0.036
C 1.733 2.874 2.513 0.005 -0.005 0.008
C 2.399 4.057 2.797 -0.008 0.009 0.001
C 1.831 5.273 2.436 0.003 -0.016 0.006
C 0.601 5.295 1.798 -0.012 0.000 -0.008
C -0.062 4.105 1.520 -0.005 -0.003 0.009
H -3.297 0.758 2.122 0.002 -0.001 -0.005
H -5.412 1.188 0.946 0.003 -0.003 0.002
H -5.397 2.222 -1.305 -0.003 -0.001 -0.001
H -3.239 2.857 -2.346 0.000 0.002 0.002
H -1.140 2.451 -1.174 0.007 -0.002 -0.003
H -0.969 -1.611 2.650 -0.065 0.020 0.026
H -1.759 -2.448 4.811 0.001 -0.003 0.003
H -2.122 -0.881 6.702 0.000 -0.001 0.001
H -1.689 1.537 6.387 0.000 -0.002 0.003
H -0.919 2.382 4.207 -0.002 -0.002 0.004
H 2.185 1.928 2.798 -0.001 0.003 0.003
H 3.365 4.032 3.286 -0.001 -0.002 0.001
H 2.354 6.199 2.642 0.000 0.000 -0.001
H 0.159 6.239 1.504 -0.002 -0.001 0.002
H -1.020 4.136 1.014 0.001 0.006 -0.003
N -2.907 -1.286 -1.300 -0.073 -0.087 -0.094
H -3.827 -1.634 -1.050 -0.014 0.028 -0.017
H -2.261 -2.034 -1.063 -0.071 -0.008 0.099
H -2.713 -0.519 -0.663 -0.003 -0.025 0.005
```
Forces are in eV/Å.

Computed properties:
molecular weight = 750.5 g mol⁻¹
energy relative to the best compared isomer or geometry (same formula, charge and spin) = 18.3 kcal per mole
highest occupied orbital energy = 1.81 eV
LUMO level = 3.66 eV
total charge = -2
frontier orbital gap = 1.86 eV



Entry 3:
C30H34HoNO7S2 | the ωB97M-V functional and the def2-TZVPD basis

```
75
Properties=species:S:1:pos:R:3:forces:R:3
C 0.167 -0.571 -5.147 0.282 -0.741 -0.981
C -0.198 -1.132 -3.762 0.496 0.251 -0.402
C -0.032 0.972 -5.053 0.174 -0.693 0.102
C -1.105 1.127 -3.964 -0.741 0.185 0.938
H -0.347 1.338 -6.038 0.058 0.027 0.288
H 0.922 1.443 -4.776 -0.287 -0.160 -0.131
C -1.380 -0.273 -3.339 0.014 -0.219 -0.224
H 0.665 -0.963 -3.098 -0.199 -0.184 -0.093
H -0.424 -2.204 -3.826 0.197 0.389 0.227
C -1.550 -0.066 -1.833 -0.252 0.030 0.295
H -2.293 -0.721 -3.766 0.217 0.260 0.104
H -2.038 1.483 -4.426 0.208 0.054 0.219
C -0.817 2.024 -2.700 0.082 -0.049 -0.217
C 1.523 -1.065 -5.624 -0.875 1.782 1.373
C -0.646 -1.209 -6.284 -0.293 1.532 2.117
O -0.964 -0.655 -7.319 -0.429 0.197 -1.406
O 2.336 -1.671 -4.944 0.880 -1.330 0.351
O 1.661 -0.852 -6.947 1.162 -0.091 -1.731
O -0.872 -2.508 -6.013 -0.310 -2.194 -0.150
C -0.775 -3.481 -7.069 0.219 0.577 0.445
H -0.391 -4.389 -6.587 -0.204 0.125 -0.223
H -0.066 -3.146 -7.834 -0.218 -0.028 0.053
H -1.764 -3.651 -7.506 0.138 -0.046 -0.084
C 2.903 -1.249 -7.520 -0.676 0.170 0.274
H 3.726 -0.679 -7.070 0.074 -0.151 -0.070
H 2.793 -1.016 -8.580 0.188 -0.022 0.037
H 3.061 -2.323 -7.381 0.165 0.175 0.019
O -1.339 1.321 -1.525 -0.020 0.128 -1.154
H -0.852 -0.674 -1.222 -0.216 0.171 -0.394
H -2.580 -0.330 -1.529 0.348 0.144 0.072
C -1.563 3.354 -2.846 -0.011 -0.043 0.219
C 0.669 2.286 -2.432 -0.023 0.034 0.106
H 1.109 2.925 -3.208 -0.043 -0.206 0.120
H 1.239 1.348 -2.367 -0.139 0.228 -0.092
H 0.766 2.809 -1.472 -0.052 -0.133 -0.167
H -1.483 3.953 -1.931 0.021 -0.083 -0.110
H -2.627 3.170 -3.050 0.235 0.051 0.056
H -1.133 3.928 -3.679 -0.136 -0.157 0.168
Ho -0.074 0.066 2.607 0.225 1.138 -1.053
C -2.184 -0.459 3.859 -0.837 -1.061 -0.444
C -2.630 -0.226 2.516 -0.142 -0.558 0.374
C -2.066 -1.245 1.681 -0.539 -0.507 1.090
H -3.346 0.538 2.197 0.486 -0.192 0.136
C -1.308 -2.122 2.518 -1.134 -0.062 0.108
C -1.363 -1.636 3.867 -1.408 -0.227 -0.453
H -0.965 -2.133 4.754 0.041 0.296 -0.395
H -2.512 0.090 4.737 0.252 -0.068 -0.324
H -2.283 -1.403 0.626 0.218 0.142 0.264
H -0.841 -3.046 2.180 0.030 0.414 0.135
C 2.384 0.277 3.018 0.904 -0.825 -0.616
C 1.970 -0.817 3.851 0.656 -0.308 -1.087
C 1.576 -1.892 2.991 1.287 0.498 -0.237
H 2.106 -0.865 4.927 -0.342 0.070 -0.268
C 1.760 -1.469 1.634 0.668 0.003 0.396
C 2.279 -0.133 1.644 0.328 -0.511 0.913
H 2.613 0.434 0.773 -0.299 -0.134 0.298
H 2.749 1.234 3.386 -0.151 -0.432 -0.318
H 1.307 -2.898 3.323 -0.097 0.467 -0.176
H 1.615 -2.078 0.737 -0.107 0.232 0.390
O 3.138 2.801 7.099 -0.205 -0.498 -0.110
S 2.432 1.628 6.633 -1.436 -0.094 -1.035
O 3.125 0.358 6.618 -0.042 0.707 0.187
N 1.671 1.916 5.170 0.012 0.789 1.061
C 0.348 2.000 5.257 1.838 0.335 -1.547
S -0.597 2.405 3.886 -0.185 0.816 1.054
C -0.183 1.663 6.575 -0.007 -0.712 1.261
C -1.502 1.408 6.949 0.314 0.171 -0.242
C -1.766 0.857 8.202 0.459 0.097 -0.035
C -0.706 0.607 9.082 0.107 0.186 -0.047
C 0.621 0.902 8.729 -0.293 0.185 -0.120
C 0.870 1.404 7.460 -0.831 -0.193 0.879
H -2.280 1.619 6.221 0.040 -0.054 0.168
H -2.790 0.612 8.480 0.253 0.053 0.000
H -0.918 0.181 10.060 0.063 0.061 -0.119
H 1.446 0.767 9.422 -0.163 -0.208 -0.040
```
Forces are in eV/Å.

Computed properties:
molecular weight = 749.7 g mol⁻¹
highest occupied orbital energy (alpha / beta) = 1.92 / -1.05 eV
2S+1 = 5
LUMO level (alpha / beta) = 3.83 / 3.83 eV
total charge = -2
frontier orbital gap (alpha / beta) = 1.91 / 4.88 eV